Entry 1:
C5H8O as an isolated structure, computed with ωB97M-V/def2-TZVPD.

Relative energy (zero: lowest compared OMol25 entry of this formula, charge and spin) = 226.3 kJ/mol

Last column: Mulliken charge in e.
CARTESIAN COORDINATES (ANGSTROEM)
C (-0.6218, -1.3743, 0.6457)  -1.3504
C (-0.1086, -0.0340, 0.2083)  0.7949
C (-0.8773, 1.0264, -0.5515)  -0.7884
C (0.2764, 0.3200, -1.1874)  -0.0577
O (1.5234, 0.8962, -0.8117)  -0.4255
C (1.2486, 0.5637, 0.5703)  -0.4750
H (-1.5174, -1.6369, 0.0711)  0.3184
H (-0.8716, -1.4366, 1.7100)  0.3259
H (0.1439, -2.1303, 0.4304)  0.3149
H (-1.8692, 0.7351, -0.8894)  0.2699
H (-0.7658, 2.0810, -0.2986)  0.2106
H (0.2258, -0.2921, -2.0830)  0.3565
H (1.2540, 1.4568, 1.2096)  0.2343
H (1.9659, -0.1734, 0.9504)  0.2716


Entry 2:
A 6-piece molecular cluster, C40H63Br3N8O11P2 overall at a distorted geometry, computed with ωB97M-V/def2-TZVPD.

SMILES string = [H]/N=C(/N)NCCCCc1c2c(c(P(O)O)c(Br)c1P(O)Br)C(=O)C(COc1ccccc1)=C([C@H](Br)CC)C2=O.CN(C)C=O.CN(C)C=O.CN(C)C=O.CN(C)C=O.CN(C)C=O

Last column: Mulliken charge in e.
CARTESIAN COORDINATES (ANGSTROEM)
H (-3.0450, -2.4006, -1.3265)  0.0916
N (-4.0533, -2.3408, -1.2032)  -0.4578
C (-4.5226, -3.4536, -0.8077)  0.1638
N (-5.8992, -3.5618, -0.5481)  -0.5107
N (-3.7837, -4.6461, -0.5671)  -0.3224
C (-3.4553, -4.7277, 0.8821)  -0.4749
C (-2.4005, -5.7777, 1.1602)  -1.1549
C (-0.9758, -5.3169, 0.7927)  -0.2483
C (-0.1771, -4.6531, 1.9571)  -1.7910
C (-0.2952, -3.1385, 1.8608)  -0.0343
C (0.5173, -2.4315, 0.9537)  -0.5035
C (0.3518, -1.0481, 0.7890)  -0.1005
C (-0.5725, -0.3066, 1.5437)  0.9788
P (-0.8979, 1.5460, 1.4683)  -0.3238
O (0.4284, 2.1553, 0.7918)  0.1567
O (-1.9936, 1.6299, 0.2363)  -0.3193
C (-1.3331, -1.0274, 2.4631)  -0.1000
Br (-2.5779, -0.0454, 3.5306)  -0.1292
C (-1.2367, -2.4131, 2.6342)  0.2440
P (-2.2698, -3.4612, 3.7739)  0.3848
O (-3.7146, -2.7311, 3.8756)  -0.4675
Br (-1.3219, -3.0438, 5.7770)  -0.2054
C (1.2033, -0.4273, -0.2768)  0.3837
O (0.8141, 0.4275, -1.0328)  -0.5134
C (2.5834, -0.9757, -0.4412)  1.3399
C (3.6492, 0.0110, -0.8288)  -1.7464
O (4.2622, 0.5799, 0.3198)  -0.4569
C (3.8265, 1.8342, 0.6974)  0.3614
C (3.8467, 2.9265, -0.1670)  -0.5709
C (3.4207, 4.1667, 0.2987)  -0.4082
C (3.0040, 4.3319, 1.6229)  -0.2178
C (3.0105, 3.2397, 2.4887)  -0.7552
C (3.4123, 1.9939, 2.0194)  -0.5127
C (2.7505, -2.2908, -0.2695)  0.9099
C (4.0179, -3.0820, -0.4657)  -1.2497
Br (5.4384, -2.4955, 0.7228)  -0.0721
C (4.4174, -3.1771, -1.9497)  0.7345
C (5.8446, -3.6156, -2.2189)  -1.7677
C (1.5574, -3.1024, 0.1101)  -0.0158
O (1.4578, -4.2432, -0.2758)  -0.6326
H (-6.0978, -4.4984, -0.2133)  0.3124
H (-6.1198, -2.9442, 0.2273)  0.2701
H (-2.9072, -4.5169, -1.0659)  0.3778
H (-4.3686, -5.0068, 1.4073)  0.3966
H (-3.1515, -3.7332, 1.2206)  0.2101
H (-2.6287, -6.6841, 0.6004)  0.4048
H (-2.4268, -6.0339, 2.2168)  0.4971
H (-1.0513, -4.6004, -0.0229)  0.0764
H (-0.4075, -6.1858, 0.4760)  0.5356
H (-0.5241, -5.0144, 2.9173)  0.7946
H (0.8637, -4.9182, 1.8140)  0.5191
H (0.3204, 2.4247, -0.1306)  0.2085
H (-2.8059, 1.2208, 0.5663)  0.2920
H (-3.8110, -2.1453, 4.6371)  0.3549
H (4.4384, -0.4857, -1.3880)  0.5356
H (3.2303, 0.7806, -1.4747)  0.3130
H (4.1968, 2.8167, -1.1844)  0.5104
H (3.3987, 5.0275, -0.3510)  0.4510
H (2.6665, 5.2964, 1.9756)  0.4047
H (2.6805, 3.3581, 3.5106)  0.5007
H (3.4255, 1.1408, 2.6842)  0.5326
H (3.7924, -4.0974, -0.1603)  0.7610
H (4.1935, -2.2580, -2.4882)  -0.3413
H (3.7543, -3.9400, -2.3595)  0.2667
H (6.5670, -2.8229, -2.0419)  0.3853
H (5.9365, -3.8894, -3.2697)  0.4321
H (6.1300, -4.4901, -1.6368)  0.3444
C (2.3117, 8.5928, 1.3578)  -0.9832
N (2.2523, 8.3908, -0.0753)  0.1165
C (1.0923, 8.8581, -0.8150)  -0.9655
C (3.2423, 7.7790, -0.7545)  0.0208
O (3.2402, 7.5807, -1.9531)  -0.6202
H (1.4749, 8.0910, 1.8487)  0.3394
H (2.2688, 9.6576, 1.5954)  0.3706
H (3.2417, 8.1848, 1.7486)  0.3333
H (0.6059, 8.0235, -1.3208)  0.3055
H (1.3939, 9.5808, -1.5734)  0.2929
H (0.3913, 9.3245, -0.1274)  0.3903
H (4.0784, 7.4606, -0.1074)  0.4192
C (-5.6322, 0.8744, -2.6887)  -0.7733
N (-6.9345, 0.2842, -2.9122)  0.2086
C (-7.2231, -1.0194, -2.3335)  -0.7478
C (-7.8867, 0.9016, -3.6370)  0.0682
O (-8.9943, 0.4505, -3.8521)  -0.5968
H (-4.8460, 0.2285, -3.0848)  0.3296
H (-5.4559, 1.0153, -1.6195)  0.2743
H (-5.5803, 1.8433, -3.1840)  0.1184
H (-7.4703, -1.7317, -3.1204)  0.3148
H (-8.0788, -0.9458, -1.6603)  0.3030
H (-6.3540, -1.3705, -1.7884)  0.1312
H (-7.5633, 1.8825, -4.0290)  0.2512
C (1.3512, -0.3529, -4.2503)  -0.3387
N (1.8832, -1.6938, -4.4206)  0.3119
C (1.1332, -2.8152, -3.8839)  -0.8853
C (3.0412, -1.9455, -5.0574)  0.0469
O (3.5159, -3.0567, -5.2079)  -0.6054
H (1.2552, -0.1247, -3.1856)  -0.2642
H (0.3701, -0.2687, -4.7167)  0.4257
H (2.0112, 0.3793, -4.7089)  0.2273
H (1.7314, -3.3619, -3.1572)  0.0176
H (0.8631, -3.5076, -4.6821)  0.4108
H (0.2293, -2.4441, -3.4049)  0.3307
H (3.5362, -1.0340, -5.4327)  0.3380
C (-2.8226, 3.7278, -3.3365)  -0.4899
N (-1.8050, 2.8245, -3.8276)  0.2808
C (-1.4038, 1.6664, -3.0426)  -0.6506
C (-1.1705, 2.9889, -5.0038)  -0.0021
O (-0.3183, 2.2108, -5.3907)  -0.5277
H (-2.5176, 4.1655, -2.3836)  0.2986
H (-3.7649, 3.1950, -3.1894)  -0.0088
H (-2.9818, 4.5288, -4.0558)  0.3251
H (-0.3402, 1.7325, -2.8180)  0.1950
H (-1.5730, 0.7523, -3.6144)  0.1842
H (-1.9659, 1.6272, -2.1149)  0.2550
H (-1.4829, 3.8807, -5.5714)  0.2615
C (1.4353, -1.7603, 8.0198)  -0.6491
N (1.8991, -0.4369, 7.6654)  0.1263
C (2.5707, 0.3798, 8.6620)  -0.9581
C (1.7206, 0.0706, 6.4321)  0.4155
O (2.0811, 1.1796, 6.0889)  -0.6548
H (0.7062, -1.6952, 8.8308)  0.3386
H (2.2671, -2.3902, 8.3419)  0.3429
H (0.9603, -2.2180, 7.1543)  -0.0648
H (2.0219, 1.3083, 8.8213)  0.2927
H (3.5751, 0.6364, 8.3250)  0.2900
H (2.6309, -0.1716, 9.5968)  0.3770
H (1.1995, -0.6223, 5.7476)  0.0741


Entry 3:
An isolated molecule of C22H25N5O4S2 at a distorted geometry, computed with ωB97M-V/def2-TZVPD.

Relative energy (zero: lowest compared OMol25 entry of this formula, charge and spin) = 270.2 kJ/mol
SMILES string = Cc1ccc(NC(=S)/N=N\c2c(O)n(C)c3ccc(S(=O)(=O)N4CCOCC4)cc23)cc1C

Last column: Mulliken charge in e.
CARTESIAN COORDINATES (ANGSTROEM)
C (-4.0023, -4.4832, 1.8699)  -1.5234
C (-3.1758, -3.6911, 0.9051)  1.1349
C (-3.7792, -2.7989, 0.0293)  -1.1689
C (-3.0374, -2.0510, -0.8616)  -0.7062
C (-1.6519, -2.1844, -0.8940)  0.8679
N (-0.9392, -1.3942, -1.7920)  -0.0862
C (0.3946, -1.2265, -1.9350)  0.0134
S (0.9438, 0.0173, -2.9154)  -0.3435
N (1.2552, -2.1769, -1.5665)  -0.4047
N (2.3856, -2.1359, -1.0446)  -0.4229
C (2.8288, -1.0999, -0.2949)  0.5171
C (4.1969, -0.9841, -0.0299)  0.3196
O (5.1746, -1.8024, -0.4143)  -0.6007
N (4.4589, 0.1476, 0.6546)  0.1108
C (5.7642, 0.6039, 1.0477)  -1.0445
C (3.2644, 0.8024, 0.8954)  -1.1302
C (3.0372, 1.9909, 1.5701)  -0.9443
C (1.7268, 2.4241, 1.6854)  -0.4755
C (0.6922, 1.6532, 1.1756)  -0.6015
S (-1.0121, 2.1674, 1.3226)  1.5731
O (-1.0504, 3.5320, 1.7771)  -0.7362
O (-1.7428, 1.1910, 2.0770)  -0.7447
N (-1.4851, 1.9957, -0.2806)  0.3612
C (-2.8922, 1.7207, -0.4952)  -0.7249
C (-3.7084, 3.0135, -0.4427)  -0.6523
O (-3.2204, 3.9460, -1.3826)  -0.4364
C (-1.8728, 4.2773, -1.1184)  -0.5594
C (-0.9778, 3.0343, -1.1564)  -0.6336
C (0.9000, 0.4601, 0.5206)  -0.0113
C (2.2094, 0.0434, 0.3292)  1.5240
C (-1.0407, -3.0799, -0.0238)  -0.5598
C (-1.7854, -3.8321, 0.8703)  0.4728
C (-1.0936, -4.7839, 1.7965)  -1.7355
H (-3.7098, -4.2612, 2.8957)  0.3200
H (-3.8636, -5.5522, 1.7100)  0.3421
H (-5.0574, -4.2501, 1.7538)  0.3804
H (-4.8533, -2.6841, 0.0461)  0.3362
H (-3.5283, -1.3632, -1.5346)  0.3852
H (-1.4916, -0.7411, -2.3340)  0.2874
H (4.7687, -2.5373, -0.9000)  0.3756
H (6.5000, -0.1199, 0.7040)  0.3382
H (5.9747, 1.5757, 0.5984)  0.3478
H (5.8220, 0.6930, 2.1339)  0.3356
H (3.8489, 2.5636, 1.9899)  0.4724
H (1.4808, 3.3512, 2.1774)  0.5677
H (-3.2070, 1.0221, 0.2799)  0.5349
H (-2.9958, 1.2603, -1.4835)  0.2087
H (-4.7516, 2.8318, -0.7070)  0.3965
H (-3.6494, 3.4323, 0.5730)  0.3381
H (-1.5789, 4.9896, -1.8910)  0.3693
H (-1.7890, 4.7442, -0.1273)  0.3391
H (0.0323, 3.2819, -0.8278)  0.3376
H (-0.9317, 2.6239, -2.1704)  0.3475
H (0.0420, -0.0983, 0.1917)  0.4311
H (0.0312, -3.1986, -0.0489)  0.4800
H (-1.4652, -5.7977, 1.6518)  0.3483
H (-1.2798, -4.5080, 2.8338)  0.3490
H (-0.0207, -4.7798, 1.6234)  0.3832


Entry 4:
An isolated molecule of C15H26BF9N3O8PS2, computed with ωB97M-V/def2-TZVPD.

Last column: Mulliken charge in e.
CARTESIAN COORDINATES (ANGSTROEM)
C (2.3759, -2.7324, 3.1529)  -0.8634
O (1.8938, -1.5866, 2.4603)  -0.6264
B (1.0277, -1.7264, 1.4089)  1.8311
O (0.0159, -2.6554, 1.4237)  -0.7217
C (1.3870, -0.9326, 0.0341)  0.9993
C (1.3538, -2.1049, -1.0245)  -1.8058
C (2.6954, -2.7725, -1.3464)  -0.7554
N (2.5377, -3.9084, -2.2619)  -0.6373
O (2.8003, -0.5804, 0.1560)  -0.0655
S (3.3511, 0.6444, 1.0065)  0.0111
O (3.5964, 1.7524, 0.0903)  -0.5763
O (2.0024, 1.0094, 1.8257)  -0.1680
C (1.0747, 1.9852, 1.3514)  -0.9414
C (0.7246, 2.7742, 2.6296)  -1.3390
N (0.1799, 4.0868, 2.3313)  -0.3755
C (-0.0551, 1.3356, 0.4690)  2.3605
P (-0.7539, 2.8184, -0.6266)  -0.0293
C (-2.0431, 3.7703, 0.2359)  -1.0817
O (-1.7345, 1.8982, -1.6042)  -0.5028
S (-1.3195, 0.6241, 1.5372)  0.6542
O (-0.8215, -0.5303, 2.2282)  -0.6307
O (-1.9241, 1.6829, 2.2958)  -0.5948
C (-2.8745, -0.0230, 0.6094)  0.6919
F (-3.5922, 0.9946, 0.1619)  -0.2900
F (-3.5095, -0.5487, 1.6764)  -0.2696
C (-2.8240, -1.1512, -0.4606)  0.5077
F (-1.8530, -2.0074, -0.1179)  -0.1691
F (-2.5392, -0.6428, -1.6604)  -0.3244
C (-4.1304, -1.9977, -0.6101)  0.6072
F (-3.9370, -2.7485, -1.7071)  -0.2951
F (-4.2641, -2.8098, 0.4326)  -0.2467
C (-5.4728, -1.2438, -0.8311)  0.5749
F (-5.3092, -0.2628, -1.7135)  -0.2341
F (-5.9240, -0.7307, 0.3042)  -0.2283
F (-6.3791, -2.0921, -1.3004)  -0.2624
C (0.5447, 0.2492, -0.5525)  -0.6309
C (1.2478, 0.9750, -1.7568)  -1.7241
C (2.3538, 0.3294, -2.6038)  -0.6490
N (2.7706, 1.2690, -3.6653)  -0.7226
H (1.5622, -3.3025, 3.6157)  0.2806
H (3.0488, -2.3864, 3.9403)  0.2533
H (2.9399, -3.3843, 2.4769)  0.2807
H (-0.3468, -2.7685, 2.3136)  0.2643
H (0.8814, -1.7584, -1.9504)  0.2731
H (0.7036, -2.8939, -0.6459)  0.7867
H (3.3896, -2.0687, -1.8055)  0.3023
H (3.1517, -3.1351, -0.4160)  0.3210
H (1.6009, -4.2945, -2.2307)  0.2939
H (2.7265, -3.6375, -3.2196)  0.2901
H (1.5619, 2.7061, 0.6827)  0.7883
H (0.0772, 2.2041, 3.2920)  0.3683
H (1.6840, 2.8547, 3.1544)  0.5823
H (0.8076, 4.8314, 2.5986)  0.2285
H (-0.7285, 4.2315, 2.7503)  0.2670
H (-2.6967, 3.2536, 0.9336)  0.3281
H (-2.6580, 4.1378, -0.5985)  0.4900
H (-1.5818, 4.6337, 0.7160)  0.3555
H (-1.7159, 2.2627, -2.4987)  0.3547
H (-0.3459, -0.2362, -0.9673)  0.0705
H (0.4690, 1.2184, -2.4829)  0.8226
H (1.6974, 1.9030, -1.3988)  0.5585
H (3.2258, 0.0891, -2.0011)  0.2920
H (2.0098, -0.5843, -3.0964)  0.0768
H (2.1672, 2.0861, -3.6799)  0.3252
H (3.6963, 1.6273, -3.4606)  0.2689


no.,frontier orbital gap (eV)
1,10.19
2,7.09
3,7.14
4,9.49